1.
85
Properties=species:S:1:pos:R:3 method="wB97M-V/def2-TZVPD" spin_multiplicity=1 gap_ev=9.08 lumo_ha=0.0173 e_tot_ev=-181517.8948
C -0.69949 -3.91430 -3.01281
C 0.46369 -4.09940 -2.02700
Br 2.01962 -3.09600 -2.63236
C 0.09300 -3.86188 -0.56112
N 0.17911 -2.48066 -0.06031
C -0.81204 -1.57907 -0.69924
C -0.12986 -0.51759 -1.59710
C 1.19957 -0.01660 -1.01619
I -1.46446 1.22245 -1.65928
C -0.19038 -2.57875 1.31533
O -1.24034 -2.97930 1.70057
O 0.76442 -2.20185 2.15839
H -0.85254 -2.88376 -3.29650
H -0.49019 -4.53952 -3.87466
H -1.57919 -4.33623 -2.53671
H 0.73966 -5.14293 -2.09822
H -0.90378 -4.28365 -0.42390
H 0.78502 -4.45447 0.03340
H -1.58969 -2.12152 -1.23431
H -1.33809 -1.01281 0.05834
H -0.05322 -0.87685 -2.61351
H 1.27048 1.04734 -1.19165
H 2.05382 -0.44715 -1.52095
H 1.25234 -0.23772 0.04172
H 0.30043 -2.02769 2.99357
C -5.79531 -2.73191 -0.40134
S -4.99730 -1.92629 -1.79397
O -3.53228 -1.94260 -1.51851
C -5.58079 -0.27132 -1.41657
H -5.52497 -3.78635 -0.41787
H -5.45060 -2.28436 0.53154
H -6.87564 -2.63288 -0.49354
H -5.25362 0.01437 -0.41659
H -6.66863 -0.25058 -1.48501
H -5.15453 0.41034 -2.14969
C 1.20223 1.86537 5.79561
S 1.22161 1.07244 4.18856
O 0.03823 0.16173 4.13661
C 2.66406 0.04896 4.50050
H 0.34048 2.52928 5.83169
H 1.11559 1.10698 6.57482
H 2.11696 2.44511 5.91734
H 2.48513 -0.58276 5.37112
H 3.52853 0.69281 4.66748
H 2.83188 -0.57320 3.62237
C 3.51154 6.17596 3.73705
S 3.18784 4.41029 3.65796
O 3.60262 3.82749 4.97100
C 4.47360 4.02687 2.46940
H 2.82759 6.61310 4.46176
H 4.54056 6.34707 4.05337
H 3.33623 6.61786 2.75656
H 5.44734 4.33042 2.85065
H 4.26119 4.53650 1.53451
H 4.46280 2.95224 2.30504
C -10.52108 -4.57420 -0.65798
S -8.83602 -4.24101 -1.18983
O -8.91223 -3.53034 -2.49083
C -8.41018 -5.95285 -1.53664
H -10.99538 -3.62276 -0.42702
H -11.06759 -5.07177 -1.45911
H -10.50225 -5.19869 0.23527
H -9.09772 -6.35851 -2.27866
H -8.45951 -6.53236 -0.61463
H -7.39461 -5.97517 -1.92700
C 7.08470 2.42075 -1.87332
S 5.98101 2.39432 -0.45664
O 6.00254 3.75698 0.14442
C 7.02115 1.35008 0.57426
H 6.64053 3.06166 -2.63174
H 8.05485 2.81927 -1.57575
H 7.19111 1.41032 -2.26752
H 7.99575 1.81961 0.70989
H 7.13094 0.37327 0.10357
H 6.53287 1.23464 1.53998
C 3.17431 5.18880 -3.86155
S 2.84164 4.22599 -2.37843
O 3.43771 2.88094 -2.58753
C 1.07099 4.07447 -2.64717
H 4.24661 5.36544 -3.91556
H 2.84940 4.63235 -4.74086
H 2.65052 6.14278 -3.79934
H 0.88033 3.59431 -3.60714
H 0.61446 5.06465 -2.62170
H 0.65491 3.46400 -1.84878

2.
81
Properties=species:S:1:pos:R:3 method="wB97M-V/def2-TZVPD" charge=+2 relative_energy_kcal_mol=0.0 spin_multiplicity=1 gap_ev=4.34 lumo_ha=-0.3399 e_tot_ev=-87130.2707
O -3.12036 2.99454 -2.55888
V -3.06724 1.39032 -2.76545
O -2.58102 1.13440 -4.25555
Ca -2.53624 -2.56943 -1.00097
O 0.32839 0.37863 -0.15525
C -0.70143 0.15275 -0.98338
O -0.89426 -0.98694 -1.52311
O -1.45430 1.12502 -1.30175
H -0.10590 1.24489 0.03171
C -2.36713 -0.72362 2.93693
C -1.31913 -1.68159 2.29045
C -0.65945 -2.51564 3.30586
O -2.01139 -2.60030 1.36878
H -2.91608 -0.15062 2.18122
H -1.97267 0.11636 3.51098
H -3.14268 -1.18646 3.55017
H -0.63229 -1.01881 1.76459
H -0.60870 -1.93319 4.22714
H 0.32434 -2.89888 3.03895
H -1.25511 -3.38404 3.59860
H -2.65381 -3.03737 1.94372
C 2.03340 3.76666 0.45319
C 1.73466 3.73131 -1.07113
C 0.66742 4.74402 -1.50729
O 2.98085 4.10260 -1.61472
H 2.10082 4.80607 0.77770
H 2.93787 3.24116 0.74366
H 1.09913 3.43556 0.92296
H 1.64074 2.70537 -1.44013
H 0.67759 5.67969 -0.94742
H -0.31647 4.28339 -1.59783
H 0.89394 5.11035 -2.51209
H 2.95920 5.04750 -1.79221
C 1.71735 1.27367 2.90128
C 2.63384 0.18149 3.49176
C 2.72714 -0.86527 2.37774
O 3.92872 0.68018 3.69307
H 2.12140 1.67932 1.97235
H 1.61985 2.17128 3.51676
H 0.69873 0.89873 2.77680
H 2.12252 -0.18375 4.38218
H 1.70473 -1.25498 2.30604
H 3.28539 -1.72765 2.74264
H 2.99520 -0.46287 1.40365
H 4.07980 1.16869 2.87635
C -3.80724 4.43898 3.41912
C -2.79952 3.29400 3.22141
C -2.37680 3.00429 1.79059
O -1.67610 3.33503 4.06106
H -4.00820 4.74263 4.44466
H -4.75117 4.18874 2.93430
H -3.38755 5.31793 2.92396
H -3.25825 2.39683 3.66165
H -1.88362 3.86232 1.33254
H -3.17320 2.56097 1.18846
H -1.63983 2.19691 1.72466
H -1.78389 2.88017 4.89596
C -1.60636 -4.74043 -5.34806
C -1.14840 -3.85921 -4.19446
C -0.74244 -2.46589 -4.65940
O -2.29431 -3.68726 -3.31429
H -2.01440 -5.64265 -4.88479
H -0.80449 -5.14683 -5.96334
H -2.34199 -4.27110 -6.00285
H -0.34727 -4.37850 -3.66828
H -0.08676 -2.55049 -5.52650
H -0.12917 -1.96671 -3.90888
H -1.64308 -1.90658 -4.91116
H -3.07873 -3.83923 -3.85484
C 2.54884 -2.32145 -0.79325
C 2.40774 -3.05846 -2.16140
C 3.66926 -3.16050 -3.01440
O 2.01403 -4.40035 -1.87136
H 3.31871 -2.74993 -0.15271
H 1.62441 -2.06262 -0.27976
H 2.96177 -1.34200 -1.06053
H 1.59727 -2.58620 -2.71878
H 4.04972 -2.13717 -3.10533
H 3.54306 -3.47341 -4.04933
H 4.52504 -3.66936 -2.56834
H 2.82559 -4.86496 -1.64632

3.
83
Properties=species:S:1:pos:R:3 method="wB97M-V/def2-TZVPD" charge=-1 spin_multiplicity=1 gap_ev=3.88 lumo_ha=-0.0655 e_tot_ev=-94076.5762
Tl 2.16539 -0.20645 -0.23534
Cl -0.81454 -1.17145 -1.75561
Cl 5.01506 -1.88048 0.95437
Cl 5.31508 0.53158 -1.70338
Cl -0.61591 1.42370 1.18460
C -3.32046 -3.91771 1.31653
O -3.16158 -2.84813 0.39602
C -3.67677 -1.64465 0.95011
C -3.60507 -0.43733 0.10310
N -4.07351 -0.73287 -1.22252
C -4.39500 0.50528 -1.95705
C -5.76080 1.05358 -1.58552
O -6.79358 0.05129 -1.62200
C -8.16359 0.54823 -1.39336
H -4.05444 -3.94101 2.12204
H -2.36112 -3.83067 1.82664
H -3.43939 -4.87525 0.80949
H -2.99850 -1.42830 1.77549
H -4.59429 -1.73098 1.53218
H -2.68154 0.13482 0.01455
H -4.34978 0.24687 0.50980
H -5.06475 -0.86784 -1.08358
H -4.35773 0.33473 -3.03298
H -3.66014 1.30063 -1.83260
H -6.10800 1.89486 -2.18535
H -5.65275 1.35889 -0.54475
H -8.40583 1.45557 -1.94666
H -8.24920 0.50437 -0.30761
H -8.93922 -0.16778 -1.66507
C -0.05214 -1.98921 2.53511
O 0.98700 -2.21049 1.48884
C 0.92917 -3.62224 1.03955
C 2.02312 -3.83389 0.04988
N 2.05118 -3.08968 -1.16035
C 3.18409 -3.31335 -1.95689
C 2.96264 -2.54022 -3.33001
O 2.69246 -1.19596 -2.98837
C 2.67663 -0.30445 -4.11537
H -0.08538 -2.83745 3.21884
H -1.01219 -2.06853 2.02510
H 0.10888 -1.02383 3.01493
H -0.03015 -3.83431 0.56751
H 1.11775 -4.33231 1.84474
H 2.01101 -4.90272 -0.16358
H 2.99404 -3.78399 0.54274
H 1.23080 -3.41399 -1.65217
H 3.34854 -4.37366 -2.14874
H 4.05427 -3.01049 -1.37451
H 2.03127 -2.89440 -3.77183
H 3.84667 -2.52964 -3.96757
H 2.20209 -0.73686 -4.99623
H 3.67678 -0.17552 -4.52913
H 2.47081 0.73569 -3.86272
C 3.18381 -0.40608 3.64791
O 3.29357 0.48056 2.56699
C 3.83763 1.74768 2.92263
C 4.00085 2.52352 1.60353
N 2.74567 2.70917 0.83370
C 2.85349 3.63009 -0.38135
C 1.49773 3.40110 -1.19267
O 1.37731 2.11402 -1.81037
C 0.25833 2.02740 -2.69787
H 4.15808 -0.84906 3.85449
H 2.63643 -1.31523 3.39908
H 2.64696 0.08230 4.46116
H 4.85436 1.65864 3.30529
H 3.11346 2.15307 3.62926
H 4.81386 2.15408 0.97851
H 4.34927 3.54023 1.78513
H 2.22796 3.28649 1.48082
H 3.67761 3.45403 -1.07268
H 2.80499 4.64655 0.00922
H 1.41859 4.21950 -1.90824
H 0.53382 3.49772 -0.69303
H -0.66416 1.97005 -2.12010
H 0.39094 1.20460 -3.40037
H 0.26072 2.90289 -3.34721
C 0.12524 5.06578 3.27787
O 0.93710 4.05871 2.67867
H 0.64559 6.02293 3.24338
H -0.75067 5.34250 2.69109
H -0.13619 4.78257 4.29745
H 0.29031 3.51218 2.22637

4.
85
Properties=species:S:1:pos:R:3 method="wB97M-V/def2-TZVPD" s2=30.01 charge=+2 relative_energy_kcal_mol=9.4 spin_multiplicity=11 gap_ev="9.01 / 8.47" lumo_ha="-0.1738 / -0.1942" e_tot_ev=-120952.7929
Mn -18.10172 18.40638 -32.23504
Mn -22.79660 20.88558 -31.77851
S -20.43345 19.61675 -31.88605
O -19.13238 19.84645 -31.24030
O -20.09079 18.40103 -32.64151
O -21.55722 19.37842 -30.92864
O -21.03201 20.68088 -32.66974
C -18.02914 22.14903 -28.34456
O -18.57059 20.96637 -27.81818
C -19.96467 20.89792 -28.02826
C -20.56304 19.62152 -27.47573
N -21.79742 19.27013 -28.17206
C -22.48828 18.19594 -27.44221
C -21.72951 16.89796 -27.22360
O -21.11058 16.90350 -25.97607
C -20.45980 15.68468 -25.69008
H -18.54482 22.99815 -27.88272
H -18.11949 22.27826 -29.43021
H -16.97006 22.21467 -28.10510
H -20.17221 20.89144 -29.10667
H -20.41761 21.83308 -27.67140
H -20.72112 19.57350 -26.39717
H -19.74563 18.88679 -27.57982
H -21.57622 18.93021 -29.10996
H -23.48285 18.02648 -27.86924
H -22.78297 18.58219 -26.46021
H -21.04148 16.74081 -28.07161
H -22.43743 16.06684 -27.35686
H -19.88672 15.78057 -24.77189
H -19.76305 15.39105 -26.48535
H -21.19378 14.88101 -25.57415
C -23.35730 18.32259 -33.28902
O -23.91883 19.28406 -32.40249
C -24.69284 18.73924 -31.32044
C -25.05619 19.85853 -30.35981
N -23.85567 20.66372 -29.98003
C -24.21037 21.97395 -29.43650
C -23.00474 22.92139 -29.50469
O -22.14124 22.59369 -30.59315
C -21.01342 23.46636 -30.71453
H -24.09857 17.76366 -33.85975
H -22.73482 17.61037 -32.74626
H -22.69856 18.78772 -34.02081
H -24.12996 17.96379 -30.78918
H -25.59973 18.24970 -31.67726
H -25.56088 19.48358 -29.46949
H -25.73713 20.50912 -30.91692
H -23.38640 20.14287 -29.22483
H -24.73070 22.02384 -28.47942
H -24.91900 22.41542 -30.15134
H -22.44884 22.87848 -28.56035
H -23.34842 23.95844 -29.54270
H -21.35491 24.47360 -30.96013
H -20.31902 23.12108 -31.47264
H -20.52402 23.54227 -29.74244
C -17.44891 20.02809 -35.03419
O -17.31131 19.88114 -33.63371
C -16.13317 20.48080 -33.06239
C -16.10306 20.29715 -31.52833
N -16.27169 18.82759 -31.23343
C -16.71008 18.64493 -29.81662
C -17.25860 17.21835 -29.69109
O -18.40718 17.13280 -30.54749
C -19.10750 15.89806 -30.40199
H -18.48087 19.77040 -35.26924
H -16.80148 19.34709 -35.59982
H -17.19911 21.03403 -35.37433
H -16.23359 21.56358 -33.18280
H -15.20631 20.15808 -33.53518
H -16.80830 20.97383 -31.06365
H -15.09524 20.55344 -31.19553
H -15.33607 18.43553 -31.18667
H -17.48454 19.34227 -29.49359
H -15.89550 18.83770 -29.11212
H -17.52988 17.04813 -28.64751
H -16.49139 16.49316 -29.97874
H -19.09638 15.53690 -29.36966
H -18.57471 15.09445 -30.91973
H -20.13587 15.99743 -30.73112
C -20.09279 22.68223 -35.51930
O -19.48964 22.50041 -34.25561
H -20.86087 23.46319 -35.49363
H -19.35074 22.97706 -36.25803
H -20.57513 21.75741 -35.86435
H -20.16230 22.36212 -33.58238

no.,largest force on an atom (eV Å⁻¹)
1,1.54
2,5.28
3,3.51
4,3.40